C3H12F6MnN3O9S2 | ωB97M-V with the def2-TZVPD basis set

Structure (ORCA input):
```
! RIJCOSX wB97M-V def2-TZVPD def2/J DEFGRID3
* xyz 1 6
Mn 0.681 1.287 0.488
C -1.440 -2.651 -2.592
F -2.711 -2.526 -2.120
F -0.709 -3.258 -1.673
F -1.537 -3.444 -3.668
S -0.781 -0.852 -3.104
O -0.659 -0.730 -4.575
O -1.746 0.087 -2.459
N 0.747 -0.579 -2.221
S 1.759 -0.990 -3.350
O 1.532 -2.185 -4.172
O 2.016 0.233 -4.135
C 3.453 -1.234 -2.381
F 4.375 -1.603 -3.143
F 3.740 -0.128 -1.801
F 3.245 -2.190 -1.403
O 2.621 -0.172 2.423
H 3.266 0.395 2.845
H 2.592 -0.954 2.973
O 2.806 3.520 -0.299
H 2.816 4.432 -0.011
H 3.396 3.499 -1.053
O -1.285 3.803 -0.244
H -2.236 3.903 -0.296
H -0.946 4.696 -0.302
O 0.637 3.132 3.566
H 0.845 2.592 4.328
H 0.028 3.791 3.898
C -2.919 -1.174 2.813
O -2.125 -0.644 2.027
N -2.684 -1.819 3.929
N -4.224 -1.179 2.566
H -1.730 -2.027 4.190
H -3.419 -2.454 4.204
H -4.566 -0.742 1.723
H -4.839 -1.836 3.026
*
```

Properties
HOMO energy (alpha / beta), eV: -11.7 / -11.7

---

C3H12N | ωB97M-V with the def2-TZVPD basis set

Structure (ORCA input):
```
! RIJCOSX wB97M-V def2-TZVPD def2/J DEFGRID3
* xyz 1 1
N -2.061 0.461 -0.364
H -1.621 0.786 0.488
H -2.875 -0.246 -0.162
H -1.426 -0.196 -0.909
H -2.259 1.309 -1.059
C 0.480 -0.500 1.390
C 1.276 0.391 0.355
C 1.092 -0.358 -1.071
H 0.984 -0.431 2.346
H -0.401 0.055 1.531
H 0.354 -1.589 1.066
H 0.685 1.467 0.200
H 2.230 0.466 0.798
H 1.777 0.326 -1.642
H 0.179 -0.532 -1.638
H 1.587 -1.408 -1.327
*
```

Properties
HOMO energy, eV: -14.7

---

C3H12N2O | ωB97M-V with the def2-TZVPD basis set

Structure (ORCA input):
```
! RIJCOSX wB97M-V def2-TZVPD def2/J DEFGRID3
* xyz -1 2
C -2.147 0.698 -0.387
C -1.347 -0.371 0.344
N 0.068 -0.005 0.448
C 0.913 -1.114 0.836
N 2.320 -0.769 0.797
H -2.076 1.670 0.118
H -3.198 0.407 -0.456
H -1.700 0.900 -1.357
H -1.789 -0.510 1.315
H -1.377 -1.257 -0.291
H 0.219 0.770 1.071
H 0.808 -1.870 0.059
H 0.709 -1.592 1.798
H 2.500 -0.345 -0.102
H 2.536 -0.121 1.543
H 0.722 0.793 -1.387
H 1.308 1.746 -2.444
O 1.532 0.972 -1.907
*
```

Properties
HOMO energy (alpha / beta), eV: 1.3 / -5.7

---

C3H12N2O | ωB97M-V with the def2-TZVPD basis set

Structure (ORCA input):
```
! RIJCOSX wB97M-V def2-TZVPD def2/J DEFGRID3
* xyz 0 1
C 0.826 1.839 0.134
C -0.342 1.072 -0.489
N 0.121 -0.077 -1.307
C 1.212 -0.944 -0.600
N 0.595 -1.757 0.415
H 1.547 2.184 -0.581
H 1.202 1.107 0.896
H 0.577 2.774 0.630
H -1.034 0.762 0.323
H -0.962 1.620 -1.270
H -0.578 -0.807 -1.417
H 2.000 -0.312 -0.221
H 1.663 -1.447 -1.473
H 0.454 -2.690 0.069
H -0.046 -1.201 0.956
O -2.264 -0.611 1.016
H -2.516 -1.525 1.204
H -2.454 0.015 1.716
*
```

Properties
HOMO energy, eV: -7.9
Structure (SMILES): CCNCN.O

---

C3H12N2O | ωB97M-V with the def2-TZVPD basis set

Structure (ORCA input):
```
! RIJCOSX wB97M-V def2-TZVPD def2/J DEFGRID3
* xyz 0 1
C -0.600 -0.916 -0.154
C 0.396 0.163 -0.610
N -0.088 1.498 -0.245
C 1.797 -0.125 -0.105
N 2.844 0.823 -0.444
H -1.632 -0.729 -0.438
H -0.564 -0.740 0.930
H -0.326 -1.912 -0.493
H 0.494 0.213 -1.714
H 0.446 1.918 0.525
H -0.974 1.424 0.252
H 1.758 -0.069 0.998
H 2.087 -1.129 -0.440
H 2.716 1.653 0.130
H 2.675 1.252 -1.363
O -3.926 -0.837 1.109
H -3.993 -1.722 1.487
H -3.109 -0.765 0.574
*
```

Properties
HOMO energy, eV: -9.5
Structure (SMILES): C[C@@H](N)CN.O

---

C3H12N2O2 | ωB97M-V with the def2-TZVPD basis set

Structure (ORCA input):
```
! RIJCOSX wB97M-V def2-TZVPD def2/J DEFGRID3
* xyz 0 1
C 0.673 -1.787 -2.415
C 0.273 -2.401 -1.074
N -0.080 -1.392 -0.110
C -1.214 -1.342 0.424
N -2.140 -2.369 0.496
H 1.608 -1.242 -2.363
H -0.090 -1.058 -2.686
H 0.751 -2.583 -3.137
H 1.077 -3.037 -0.695
H -0.588 -3.045 -1.316
H -1.602 -0.372 0.732
H -3.072 -2.071 0.688
H -1.668 -3.235 0.311
O 3.080 6.090 2.039
H 2.354 5.458 2.039
H 3.804 5.653 1.573
O -1.390 3.090 1.697
H -1.180 2.150 1.737
H -0.596 3.493 2.060
*
```

Properties
HOMO energy, eV: -8.9
Structure (SMILES): CC/N=C\N.O.O

---

C3H12N2O2 | ωB97M-V with the def2-TZVPD basis set

Structure (ORCA input):
```
! RIJCOSX wB97M-V def2-TZVPD def2/J DEFGRID3
* xyz 0 1
N 0.979 -0.128 0.395
C 1.262 0.266 -0.988
C 1.761 1.696 -1.018
O 2.163 2.038 -2.400
H 1.536 -0.929 0.682
H 0.040 -0.478 0.499
H 0.401 0.162 -1.709
H 1.974 -0.446 -1.418
H 2.669 1.842 -0.404
H 1.040 2.349 -0.494
H 2.448 2.961 -2.386
N -2.251 -0.352 2.162
C -2.431 -1.531 1.378
O -1.362 -1.822 0.423
H -1.328 -0.360 2.590
H -2.392 0.504 1.626
H -2.469 -2.450 1.956
H -3.386 -1.485 0.805
H -1.595 -2.618 -0.060
*
```

Properties
HOMO energy, eV: -9.1
Structure (SMILES): NCCO.NCO

---

C3H12N2O3 | ωB97M-V with the def2-TZVPD basis set

Structure (ORCA input):
```
! RIJCOSX wB97M-V def2-TZVPD def2/J DEFGRID3
* xyz 0 1
N 0.366 2.228 -1.882
C 1.071 1.702 -0.731
C 0.377 0.556 0.030
C 0.623 -0.663 -0.820
N -0.467 -1.238 -1.438
O 1.719 -1.157 -0.985
H 0.101 1.480 -2.519
H -0.575 2.546 -1.647
H 2.095 1.450 -0.997
H 1.269 2.521 -0.033
H -0.668 0.795 0.248
H 0.798 0.456 1.025
H -0.234 -1.896 -2.148
H -1.388 -0.958 -1.177
O 0.284 -0.554 3.276
H -0.078 -0.980 2.499
H 0.633 0.312 3.067
O -1.994 -2.483 1.690
H -1.975 -1.527 1.811
H -1.955 -2.591 0.730
*
```

Properties
HOMO energy, eV: -10.0
Structure (SMILES): NCCC(N)=O.O.O

---

It is found that the ΔE to the lowest compared entry with this formula, charge and spin values, taken in the order of the records, are 937.81 227.92 11.35 132.82 51.78 163.64 168.17 96.84 kJ/mol.
It is found that the molecular weight values, taken in the order of the records, are 467.20 62.14 92.14 92.14 92.14 108.14 108.14 124.14 u.